Entry w
A cluster of 2 separate species, C4H12O2 in total. Source: the OMol25 dataset; level of theory: the ωB97M-V functional and the def2-TZVPD basis.

Geometry (Å):
C  -0.249  2.019  -1.677
C  0.240  2.149  -0.189
O  0.749  2.123  -2.604
H  -0.862  1.036  -1.771
H  -0.887  2.885  -1.889
H  0.026  1.155  0.225
H  1.438  1.338  -2.572
H  -0.356  2.790  0.431
H  1.320  2.256  0.003
C  -0.579  -2.014  1.048
C  -0.824  -1.466  2.378
O  0.700  -2.639  0.760
H  -1.285  -2.869  0.801
H  -0.758  -1.213  0.211
H  -0.342  -1.957  3.187
H  0.750  -3.333  1.455
H  -1.884  -1.487  2.662
H  -0.290  -0.600  2.649

- E_LUMO (eV) = 0.836
- HOMO (eV) = -10.12
- HOMO-LUMO gap (eV) = 10.952

***

Entry x
A cluster of 3 separate species, C4H12O2 in total. Source: the OMol25 dataset; level of theory: the ωB97M-V functional and the def2-TZVPD basis.

Geometry (Å):
C  -0.959  -1.155  -1.310
C  0.467  -0.592  -1.169
C  0.672  0.536  -0.288
C  1.633  -0.974  -2.042
H  -1.162  -1.570  -2.392
H  -1.823  -0.557  -1.057
H  -1.003  -2.063  -0.514
H  1.623  1.121  0.039
H  -0.298  1.079  -0.193
H  2.450  -1.323  -1.463
H  1.923  -0.243  -2.861
H  1.214  -2.000  -2.373
H  -1.132  5.664  0.097
H  0.028  5.026  -0.912
O  -0.267  5.133  0.041
H  -1.513  -1.946  5.600
H  -0.511  -3.258  5.516
O  -1.344  -2.877  5.281

- E_LUMO (eV) = 0.834
- HOMO (eV) = -8.48
- HOMO-LUMO gap (eV) = 9.310

***

Tell me which of them is the most stable. Sure, it is entry w.

***

Entry w
A cluster of 2 separate species, C4H12O2 in total. Source: the OMol25 dataset; level of theory: the ωB97M-V functional and the def2-TZVPD basis.

Geometry (Å):
C  -0.742  1.293  2.453
O  -1.472  0.515  1.520
C  0.695  0.907  2.588
H  -0.938  2.276  1.942
H  -1.219  1.361  3.561
H  -1.500  -0.367  1.819
H  1.562  1.803  2.491
H  0.731  0.246  3.405
H  1.012  0.405  1.591
C  -0.060  -1.482  -2.026
O  0.312  -0.972  -0.842
C  0.545  -0.721  -3.198
H  0.104  -2.557  -1.769
H  -1.197  -1.391  -2.009
H  0.111  -0.040  -0.772
H  1.323  0.136  -3.049
H  0.965  -1.411  -3.990
H  -0.232  0.001  -3.716

- E_LUMO (eV) = 0.918
- HOMO (eV) = -9.85
- HOMO-LUMO gap (eV) = 10.764

***

Entry x
A cluster of 3 separate species, C4H12O2 in total. Source: the OMol25 dataset; level of theory: the ωB97M-V functional and the def2-TZVPD basis.

Geometry (Å):
C  0.914  0.344  0.265
C  -0.478  0.140  -0.274
C  -1.200  -0.822  0.297
C  -0.996  0.757  -1.556
H  1.591  0.601  -0.608
H  1.175  -0.728  0.605
H  0.950  1.137  1.077
H  -2.146  -0.891  -0.204
H  -0.895  -1.503  1.006
H  -1.744  1.549  -1.204
H  -1.871  -0.016  -1.936
H  -0.371  1.291  -2.302
H  6.064  0.614  0.088
H  6.921  -0.213  0.940
O  6.782  0.715  0.741
H  -4.294  -1.568  0.855
H  -5.552  -0.701  1.393
O  -4.852  -0.706  0.816

- E_LUMO (eV) = 0.722
- HOMO (eV) = -8.96
- HOMO-LUMO gap (eV) = 9.681

***

Entry y
A cluster of 2 separate species, C4H12O2 in total. Source: the OMol25 dataset; level of theory: the ωB97M-V functional and the def2-TZVPD basis.

Geometry (Å):
C  -0.225  -1.460  -0.710
O  1.109  -1.917  -1.079
C  -0.148  -0.359  0.340
C  -1.483  0.345  0.548
C  -1.536  1.039  1.893
H  -0.784  -1.154  -1.585
H  -0.718  -2.320  -0.262
H  1.293  -2.584  -0.414
H  0.618  0.331  -0.021
H  0.129  -0.732  1.297
H  -2.351  -0.329  0.545
H  -1.702  1.113  -0.208
H  -1.491  0.301  2.687
H  -2.475  1.576  1.979
H  -0.728  1.778  1.911
H  3.708  2.231  -2.386
H  3.023  0.859  -2.041
O  3.759  1.283  -2.496

- E_LUMO (eV) = 0.808
- HOMO (eV) = -10.38
- HOMO-LUMO gap (eV) = 11.186

***

Entry z
A cluster of 3 separate species, C4H12O2 in total. Source: the OMol25 dataset; level of theory: the ωB97M-V functional and the def2-TZVPD basis.

Geometry (Å):
C  -1.570  -0.993  -1.540
C  -0.925  0.162  -0.769
C  -0.773  0.208  0.589
C  -0.879  1.627  1.217
H  -2.580  -0.656  -1.694
H  -1.123  -1.024  -2.658
H  -1.680  -1.943  -0.989
H  -0.694  1.096  -1.317
H  -0.780  -0.698  1.301
H  -0.703  2.350  0.382
H  -1.898  1.931  1.619
H  -0.201  1.773  2.042
H  1.270  -1.204  -0.636
H  2.298  -1.481  -1.677
O  2.257  -1.281  -0.741
H  2.343  -0.253  1.046
H  3.193  0.512  1.841
O  2.445  -0.127  1.985

- E_LUMO (eV) = 0.750
- HOMO (eV) = -9.11
- HOMO-LUMO gap (eV) = 9.857

***

Tell me which of them is the most stable. Sure, it is entry y.

***

Entry w
A cluster of 2 separate species, C3H10N4O in total. Source: the OMol25 dataset; level of theory: the ωB97M-V functional and the def2-TZVPD basis.

Geometry (Å):
C  -1.862  0.133  -0.764
C  1.627  -1.073  -1.003
N  -0.280  1.049  1.249
C  0.521  0.030  0.783
N  -0.097  2.215  0.627
N  0.684  -1.009  1.675
O  -1.879  0.239  0.569
N  0.888  0.052  -0.468
H  -0.763  2.916  0.916
H  0.114  2.184  -0.369
H  0.075  -0.939  2.476
H  0.712  -1.937  1.281
H  -2.266  1.001  -1.310
H  -2.262  -0.830  -1.121
H  -0.707  0.067  -1.089
H  1.933  -0.835  -2.021
H  2.527  -1.266  -0.411
H  1.034  -1.997  -1.019

- E_LUMO (alpha / beta) (eV) = 0.107 / 0.106
- HOMO (alpha / beta) (eV) = -8.59 / -8.59
- HOMO-LUMO gap (alpha / beta) (eV) = 8.696 / 8.696

***

Entry x
A cluster of 2 separate species, C3H10N4O in total. Source: the OMol25 dataset; level of theory: the ωB97M-V functional and the def2-TZVPD basis.

Geometry (Å):
C  -2.084  1.343  -0.079
N  -1.824  -0.886  1.490
C  -1.405  -0.855  0.176
N  -1.537  0.119  -0.639
H  -2.984  1.164  0.519
H  -2.356  2.008  -0.898
H  -1.343  1.865  0.539
H  -1.353  -1.598  2.034
H  -1.787  0.009  1.963
H  -1.113  -1.822  -0.226
N  1.252  -0.120  -1.252
C  2.043  -0.213  -0.145
N  3.399  -0.384  -0.377
O  1.590  -0.061  0.981
H  0.239  -0.021  -1.077
H  1.589  -0.431  -2.151
H  3.727  -0.044  -1.268
H  3.945  -0.073  0.409

- E_LUMO (eV) = 0.942
- HOMO (eV) = -9.37
- HOMO-LUMO gap (eV) = 10.308

***

Tell me which of them is the most stable. Sure, it is entry x.

***

Entry w
The ion C3H7N2S with charge +1. Source: the OMol25 dataset; level of theory: the ωB97M-V functional and the def2-TZVPD basis.

Geometry (Å):
C  1.194  -0.880  -0.189
C  1.738  0.502  0.290
C  -2.190  0.227  0.071
N  -0.133  -0.982  -0.064
N  -0.754  0.089  -0.057
S  0.136  1.560  -0.176
H  1.430  -0.912  -1.345
H  1.576  -1.757  0.234
H  2.118  0.662  1.285
H  2.547  0.788  -0.344
H  -2.349  1.007  0.809
H  -2.486  -0.790  0.374
H  -2.826  0.485  -0.889

- E_LUMO (eV) = -5.625
- HOMO (eV) = -14.81
- charge = +1
- HOMO-LUMO gap (eV) = 9.183

***

Entry x
The ion C3H7N2S with charge +1. Source: the OMol25 dataset; level of theory: the ωB97M-V functional and the def2-TZVPD basis.

Geometry (Å):
C  1.930  1.165  -0.149
C  1.094  0.716  1.085
C  -1.257  -0.442  0.138
N  2.314  0.704  -1.216
N  -1.647  -1.410  -0.811
S  0.312  -0.872  0.771
H  2.251  2.288  0.128
H  1.720  0.568  1.952
H  0.270  1.515  1.279
H  -1.701  0.501  0.139
H  -2.480  -1.820  -0.523
H  -0.953  -2.111  -1.116
H  -1.854  -0.802  -1.677

- E_LUMO (alpha / beta) (eV) = -5.223 / -4.325
- HOMO (alpha / beta) (eV) = -13.25 / -12.79
- charge = +1
- HOMO-LUMO gap (alpha / beta) (eV) = 8.025 / 8.468

***

Entry y
A cluster of 2 separate species, C3H7N2S in total. Source: the OMol25 dataset; level of theory: the ωB97M-V functional and the def2-TZVPD basis.

Geometry (Å):
C  -0.470  -0.064  -0.750
C  0.883  0.234  1.870
C  1.063  -0.599  0.704
N  0.032  0.068  -1.921
N  -1.657  0.268  -0.408
S  2.213  0.712  0.630
H  -0.090  0.759  1.765
H  1.039  -0.087  2.938
H  1.327  -1.529  0.403
H  0.628  -0.749  -2.202
H  -0.513  0.477  -2.690
H  -1.898  0.016  0.595
H  -2.555  0.494  -0.934

- E_LUMO (eV) = -4.107
- HOMO (eV) = -13.36
- charge = +1
- HOMO-LUMO gap (eV) = 9.255

***

Entry z
The ion C3H7N2S with charge +1. Source: the OMol25 dataset; level of theory: the ωB97M-V functional and the def2-TZVPD basis.

Geometry (Å):
C  -1.520  -1.068  -1.369
C  -1.077  -2.062  0.777
C  0.067  0.685  -0.061
N  -1.303  -1.871  -0.381
N  1.149  1.639  -0.315
S  -0.881  0.461  -1.498
H  -1.960  -1.488  -2.333
H  -0.389  -2.954  0.783
H  -1.528  -1.612  1.713
H  -0.409  0.902  0.810
H  0.869  2.546  -0.501
H  1.646  1.270  -1.134
H  1.717  1.681  0.526

- E_LUMO (alpha / beta) (eV) = -4.345 / -4.344
- HOMO (alpha / beta) (eV) = -11.85 / -11.86
- charge = +1
- HOMO-LUMO gap (alpha / beta) (eV) = 7.509 / 7.512

***

Tell me which of them is the most stable. Sure, it is entry w.

***

Entry w
The molecule C6H15NO. Source: the OMol25 dataset; level of theory: the ωB97M-V functional and the def2-TZVPD basis.

Geometry (Å):
C  -0.277  -0.319  -1.539
N  0.458  -0.108  -0.291
C  -0.127  -0.670  0.907
C  -0.762  0.510  1.747
C  -1.830  -0.017  2.583
O  0.329  0.927  2.601
C  0.517  0.381  -2.759
C  1.649  -0.596  -3.200
H  -0.556  -1.312  -1.873
H  -1.283  0.182  -1.566
H  1.398  -0.262  -0.335
H  -0.898  -1.555  0.722
H  0.736  -1.136  1.526
H  -0.929  1.397  1.111
H  -2.738  0.276  2.224
H  -1.902  -1.218  2.546
H  -1.798  0.271  3.722
H  0.437  1.923  2.569
H  0.929  1.358  -2.491
H  -0.209  0.405  -3.551
H  1.227  -1.487  -3.812
H  2.634  -0.139  -3.787
H  2.097  -1.104  -2.208

- E_LUMO (eV) = 1.042
- HOMO (eV) = -8.63
- HOMO-LUMO gap (eV) = 9.676

***

Entry x
A cluster of 2 separate species, C6H15NO in total. Source: the OMol25 dataset; level of theory: the ωB97M-V functional and the def2-TZVPD basis.

Geometry (Å):
C  1.124  -0.014  -0.163
C  -0.036  0.906  0.242
C  -0.456  -2.680  -1.264
C  -0.827  0.415  1.456
C  -0.974  1.055  -0.959
C  0.610  2.262  0.557
N  1.608  -0.835  0.797
O  1.627  0.029  -1.265
H  -0.028  -1.871  -1.839
H  1.183  -0.933  1.698
H  2.373  -1.446  0.553
H  -1.102  -3.275  -1.897
H  0.340  -3.305  -0.879
H  -1.032  -2.283  -0.439
H  1.310  2.174  1.386
H  -0.244  0.483  2.373
H  -1.706  1.041  1.583
H  -1.163  -0.610  1.320
H  -1.543  0.142  -1.118
H  -1.670  1.875  -0.797
H  -0.392  1.257  -1.854
H  1.152  2.625  -0.313
H  -0.154  2.990  0.822

- E_LUMO (eV) = 0.767
- HOMO (eV) = -9.64
- HOMO-LUMO gap (eV) = 10.411

***

Tell me which of them is the most stable. Sure, it is entry x.

***

Entry w
The molecule C4H11N3. Source: the OMol25 dataset; level of theory: the ωB97M-V functional and the def2-TZVPD basis.

Geometry (Å):
C  -1.874  0.113  -0.517
C  -0.472  0.056  -1.127
C  0.510  -0.764  -0.295
N  2.976  -0.175  1.110
C  1.691  -0.038  1.632
N  0.577  -0.194  1.050
N  -2.597  1.276  -1.028
H  -1.727  0.266  0.553
H  -2.369  -0.850  -0.605
H  -0.516  -0.280  -2.160
H  -0.092  1.075  -1.080
H  1.496  -0.685  -0.772
H  0.326  -1.832  -0.181
H  3.037  -0.842  0.356
H  3.676  -0.304  1.823
H  1.647  0.204  2.693
H  -2.716  1.944  -0.272
H  -3.574  1.033  -1.183

- E_LUMO (eV) = 0.963
- HOMO (eV) = -8.90
- HOMO-LUMO gap (eV) = 9.864

***

Entry x
The molecule C4H11N3. Source: the OMol25 dataset; level of theory: the ωB97M-V functional and the def2-TZVPD basis.

Geometry (Å):
C  -0.140  0.969  -0.521
C  1.250  -1.858  0.320
C  0.342  1.320  0.883
N  0.694  -0.060  -1.146
N  0.403  -1.377  -0.760
C  -1.608  0.449  -0.541
N  -2.502  0.634  0.340
H  0.567  -0.020  -2.155
H  -0.672  -1.295  -0.397
H  -0.076  1.853  -1.166
H  -2.140  0.857  1.268
H  -1.977  0.297  -1.557
H  1.047  -1.420  1.306
H  2.288  -1.641  0.059
H  1.127  -2.939  0.377
H  -0.157  2.225  1.226
H  0.138  0.522  1.593
H  1.416  1.486  0.869

- E_LUMO (eV) = 0.973
- HOMO (eV) = -8.95
- HOMO-LUMO gap (eV) = 9.926

***

Tell me which of them is the most stable. Sure, it is entry w.